1.
The following is a quantum chemistry calculation of one molecule with the formula C5H8 in a non-equilibrium geometry, from the Open Molecules 2025 dataset.

Summary:
LUMO level in eV: 1.24
HOMO level in Eh: -0.33589
Strongest force on any atom in eV/Å: 1.08
Relative energy (zero: lowest compared OMol25 entry of this formula, charge and spin) in kJ/mol: 50.8
SMILES string: C1=CCCC1
E_tot in eV: -5313.640
Orbital gap in eV: 10.38
Net charge: 0

CARTESIAN COORDINATES (ANGSTROEM)
C1 -0.180 -0.700 0.849
C2 -1.211 -0.178 -0.148
C3 -0.490 1.099 -0.734
C4 0.813 0.968 -0.469
C5 1.137 -0.385 0.127
H1 -0.513 -1.737 0.997
H2 -0.189 -0.168 1.814
H3 -1.285 -0.981 -0.907
H4 -2.188 -0.144 0.366
H5 -0.819 1.978 -1.315
H6 1.587 1.722 -0.607
H7 1.287 -1.100 -0.699
H8 2.050 -0.373 0.727

Atomic forces in eV per Å
-0.15 -0.17 -0.07
0.06 0.61 -0.38
0.14 -0.34 0.45
-0.07 -0.10 0.10
0.07 -0.11 0.15
0.97 -0.05 0.30
-0.23 -0.09 -0.33
-0.17 0.50 -0.08
0.23 0.72 -0.62
-0.52 -0.74 0.60
-0.23 -0.19 -0.43
0.09 0.10 0.16
-0.20 -0.14 0.14


2.
The following is a quantum chemistry calculation of one molecule with the formula C5H8, from the Open Molecules 2025 dataset.

Summary:
LUMO level (spin up / spin down) in eV: -0.31 / -0.31
HOMO level (spin up / spin down) in Eh: -0.31634 / -0.31647
Strongest force on any atom in eV/Å: 0.50
Relative energy (zero: lowest compared OMol25 entry of this formula, charge and spin) in kJ/mol: 405.2
E_tot in eV: -5309.967
Orbital gap (spin up / spin down) in eV: 8.30 / 8.30
Net charge: 0

CARTESIAN COORDINATES (ANGSTROEM)
C1 -0.570 -0.809 0.924
C2 0.594 0.195 0.771
C3 0.965 0.827 -1.733
C4 0.024 0.546 -0.648
C5 -0.819 -0.748 -0.598
H1 -1.399 -0.371 1.489
H2 -0.325 -1.784 1.355
H3 0.673 1.014 1.490
H4 1.563 -0.310 0.697
H5 1.588 1.666 -1.344
H6 -0.606 1.451 -0.560
H7 -1.858 -0.688 -0.937
H8 -0.310 -1.551 -1.142

Atomic forces in eV per Å
-0.07 -0.10 0.15
0.20 0.06 0.18
-0.16 0.13 0.45
0.09 0.01 -0.37
-0.09 -0.06 -0.13
0.12 -0.05 -0.08
-0.04 0.15 -0.07
-0.01 -0.13 -0.13
-0.15 0.08 -0.01
-0.08 -0.14 -0.08
0.09 -0.03 -0.05
0.17 -0.02 0.05
-0.08 0.12 0.09


3.
The following is a quantum chemistry calculation of C5H8 as an isolated structure in a non-equilibrium geometry, from the Open Molecules 2025 dataset.

Summary:
LUMO level in eV: 1.00
HOMO level in Eh: -0.31441
Strongest force on any atom in eV/Å: 3.69
Relative energy (zero: lowest compared OMol25 entry of this formula, charge and spin) in kJ/mol: 373.4
E_tot in eV: -5310.297
Orbital gap in eV: 9.55
Net charge: 0

CARTESIAN COORDINATES (ANGSTROEM)
C1 -1.685 -0.070 -0.558
C2 -0.647 0.575 0.275
C3 0.420 -0.394 0.654
C4 1.718 -0.195 0.290
C5 2.695 0.086 -0.346
H1 -1.214 -0.413 -1.470
H2 -2.050 -0.949 -0.038
H3 -2.475 0.632 -0.811
H4 -0.317 1.461 -0.257
H5 -1.123 0.918 1.185
H6 0.277 -0.997 1.520
H7 0.880 -1.365 -0.154
H8 3.522 0.713 -0.292

Atomic forces in eV per Å
-0.50 -0.53 -0.63
-0.30 0.48 0.21
0.06 -3.41 -1.40
1.35 1.73 0.67
1.52 0.18 -0.53
-0.09 -0.13 -0.40
-0.50 -0.12 -0.06
-0.27 -0.17 0.02
0.70 0.02 0.12
0.05 0.20 0.42
-0.30 -0.12 0.83
-2.94 1.31 1.15
1.21 0.56 -0.39


4.
The following is a quantum chemistry calculation of one molecule with the formula C5H8, from the Open Molecules 2025 dataset.

Summary:
LUMO level in eV: 1.27
HOMO level in Eh: -0.34527
Strongest force on any atom in eV/Å: 0.20
Relative energy (zero: lowest compared OMol25 entry of this formula, charge and spin) in kJ/mol: 99.5
SMILES string: C[C@@H]1C=CC1
E_tot in eV: -5313.135
Orbital gap in eV: 10.67
Net charge: 0

CARTESIAN COORDINATES (ANGSTROEM)
C1 -0.243 0.059 0.527
C2 -1.307 -0.964 0.165
C3 -0.119 1.289 -0.356
C4 1.148 1.042 -0.692
C5 1.227 -0.250 0.090
H1 -1.150 -1.908 0.701
H2 -0.303 0.299 1.597
H3 -1.292 -1.174 -0.911
H4 -2.307 -0.595 0.422
H5 -0.822 2.075 -0.624
H6 1.879 1.573 -1.296
H7 1.321 -1.156 -0.521
H8 1.967 -0.291 0.898

Atomic forces in eV per Å
-0.10 -0.06 0.09
-0.03 -0.02 -0.03
0.05 0.08 -0.05
-0.02 0.10 -0.06
0.13 -0.14 0.05
-0.02 0.14 -0.06
0.00 0.00 -0.16
0.01 0.01 0.14
0.13 -0.06 -0.06
0.11 -0.10 0.10
-0.13 -0.09 0.04
-0.02 0.13 0.09
-0.11 0.01 -0.10


5.
The following is a quantum chemistry calculation of a 38-piece molecular cluster, C5H86NO39P overall in a non-equilibrium geometry, from the Open Molecules 2025 dataset.

Summary:
LUMO level in eV: -0.21
HOMO level in Eh: -0.28065
Strongest force on any atom in eV/Å: 4.19
E_tot in eV: -97213.848
Orbital gap in eV: 7.43
Net charge: 0

CARTESIAN COORDINATES (ANGSTROEM)
C1 2.338 -3.083 -1.500
C2 2.338 -1.621 -1.900
O1 3.158 -1.103 -2.717
O2 1.381 -0.813 -1.293
C3 0.070 -1.178 -1.784
C4 -1.061 -0.484 -1.000
C5 -2.101 -1.560 -0.633
P1 -3.803 -0.932 -0.351
N1 -4.717 -2.389 -0.658
H1 3.242 -3.308 -0.932
H2 1.469 -3.258 -0.872
H3 2.314 -3.726 -2.380
H4 -0.016 -0.955 -2.852
H5 -0.054 -2.263 -1.686
H6 -0.640 0.000 -0.117
H7 -1.520 0.294 -1.616
H8 -1.793 -2.120 0.253
H9 -2.149 -2.255 -1.484
H10 -4.136 -0.075 -1.425
H11 -5.669 -2.279 -0.343
H12 -4.690 -2.593 -1.652
O3 -2.525 -0.759 2.699
H13 -3.269 -1.230 3.081
H14 -1.905 -0.666 3.428
O4 0.852 1.582 0.741
H15 1.138 0.956 0.060
H16 1.630 1.701 1.298
O5 5.334 0.854 -2.533
H17 4.646 1.411 -2.134
H18 4.928 -0.021 -2.531
O6 5.928 -0.271 0.410
H19 5.788 0.086 -0.476
H20 6.745 -0.770 0.327
O7 6.181 -2.733 -3.162
H21 6.701 -1.924 -3.206
H22 5.269 -2.421 -3.161
O8 2.214 3.599 2.421
H23 2.699 4.420 2.294
H24 1.286 3.838 2.311
O9 -0.341 4.111 4.409
H25 -0.466 3.162 4.507
H26 0.584 4.259 4.634
O10 -2.001 6.369 4.200
H27 -2.870 6.180 3.829
H28 -1.599 5.487 4.320
O11 -6.543 -5.200 -0.563
H29 -6.071 -4.371 -0.725
H30 -7.474 -4.959 -0.647
O12 -2.170 5.578 1.280
H31 -1.931 6.432 0.910
H32 -1.660 5.530 2.098
O13 -3.869 5.543 -1.210
H33 -3.567 6.379 -1.578
H34 -3.400 5.475 -0.375
O14 4.062 1.731 4.028
H35 3.466 1.810 3.278
H36 4.857 2.193 3.736
O15 -6.356 -4.890 2.382
H37 -6.563 -5.701 2.856
H38 -6.323 -5.157 1.451
O16 -3.948 -7.082 -1.691
H39 -4.694 -6.491 -1.512
H40 -4.299 -7.960 -1.520
O17 0.603 0.834 -4.199
H41 0.546 1.019 -5.140
H42 1.435 0.354 -4.101
O18 4.729 -0.373 6.043
H43 4.144 -0.271 5.286
H44 5.528 0.076 5.760
O19 -3.869 2.275 -1.852
H45 -4.645 2.836 -1.761
H46 -3.222 2.671 -1.251
O20 -1.381 5.126 -3.109
H47 -0.999 4.290 -3.385
H48 -1.854 4.925 -2.295
O21 3.810 2.807 7.069
H49 3.617 1.974 7.507
H50 3.873 2.563 6.140
O22 1.304 4.118 -3.614
H51 1.576 4.966 -3.975
H52 1.781 4.050 -2.781
O23 -0.832 -2.229 4.499
H53 -0.499 -2.979 4.000
H54 -1.076 -2.595 5.354
O24 -1.804 8.730 6.161
H55 -1.966 8.065 5.478
H56 -0.880 8.610 6.394
O25 1.580 -6.046 -1.004
H57 1.868 -6.767 -1.579
H58 1.314 -6.478 -0.188
O26 3.374 2.934 -1.236
H59 3.519 3.878 -1.141
H60 2.655 2.724 -0.627
O27 1.968 -7.297 -3.690
H61 1.350 -7.086 -4.395
H62 2.805 -6.928 -3.986
O28 6.112 2.680 -4.838
H63 6.397 2.071 -5.522
H64 5.916 2.114 -4.081
O29 -3.885 3.199 1.212
H65 -3.344 3.978 1.033
H66 -4.771 3.451 0.941
O30 7.165 2.271 -0.756
H67 6.785 1.758 -1.489
H68 7.544 3.048 -1.174
O31 6.275 3.708 2.876
H69 6.605 3.158 2.153
H70 7.038 3.881 3.434
O32 -2.938 -6.148 -4.349
H71 -2.558 -6.885 -4.840
H72 -3.171 -6.529 -3.493
O33 8.491 -1.072 -2.328
H73 8.336 -2.022 -2.381
H74 9.438 -1.003 -2.184
O34 -0.319 3.480 -0.907
H75 -0.097 3.418 -1.841
H76 0.368 2.977 -0.456
O35 -1.798 -5.896 0.007
H77 -1.267 -5.500 -0.688
H78 -2.590 -6.214 -0.449
O36 -8.594 -5.972 3.599
H79 -8.442 -5.033 3.442
H80 -9.386 -6.012 4.142
O37 -1.030 11.629 5.001
H81 -1.761 12.250 5.033
H82 -1.429 10.776 5.211
O38 -8.414 -5.027 -2.573
H83 -9.306 -5.224 -2.874
H84 -7.972 -5.882 -2.552
O39 -2.526 -8.928 -5.225
H85 -3.413 -9.129 -5.535
H86 -2.075 -9.776 -5.206

Atomic forces in eV per Å
-0.26 0.78 -0.06
2.06 1.90 -1.89
-2.55 -1.72 2.85
1.11 -0.60 -1.01
-1.05 -0.33 0.03
0.25 -0.35 -0.07
-0.16 0.25 -1.01
-0.74 0.26 1.85
0.53 0.18 -0.61
0.01 0.12 -0.08
0.18 -0.33 -0.02
-0.02 0.06 0.09
0.24 0.19 0.15
0.13 0.16 0.13
-0.28 -0.12 0.04
0.13 -0.01 0.02
-0.14 0.04 -0.02
-0.01 -0.09 0.18
0.60 -0.47 -0.53
-0.09 0.13 0.00
-0.33 -0.24 -0.04
0.08 0.30 -0.12
-0.11 -0.07 -0.07
0.11 -0.27 0.06
0.60 0.09 -0.21
-0.10 -0.29 0.03
-0.01 0.07 0.15
-0.01 0.14 0.41
-0.08 0.20 -0.08
-0.16 -0.07 -0.28
-0.22 -0.14 -0.07
0.10 0.09 0.10
0.09 0.01 0.00
0.01 0.08 0.03
-0.10 0.16 -0.16
-0.16 -0.06 0.01
-0.14 -0.04 -0.07
0.16 -0.01 0.04
-0.08 -0.03 -0.03
0.17 -0.07 -0.18
-0.13 -0.05 0.00
0.01 0.04 0.10
0.01 -0.30 -0.22
-0.12 0.12 0.06
0.08 0.26 0.28
0.26 0.02 0.18
0.18 -0.04 0.08
-0.03 -0.04 -0.20
0.03 0.17 -0.09
0.08 0.05 0.00
-0.06 -0.03 0.06
0.04 0.03 -0.09
-0.10 0.02 -0.19
0.07 -0.07 0.25
0.08 -0.14 0.14
-0.15 0.18 0.01
0.16 0.19 -0.06
0.02 0.00 -0.04
0.02 -0.05 0.05
0.02 0.09 -0.03
-0.23 0.25 0.04
-0.04 0.02 0.02
0.09 -0.11 0.03
0.08 -0.21 0.00
-0.04 0.13 -0.02
0.08 0.12 0.09
-0.10 -0.18 0.14
-0.02 0.14 -0.06
0.11 0.08 0.01
0.17 0.09 -0.06
0.07 0.09 -0.04
-0.14 -0.13 0.03
-0.21 0.33 0.01
0.15 -0.02 -0.22
-0.18 -0.10 -0.01
-0.08 0.12 0.02
0.07 -0.11 0.04
0.01 -0.10 -0.23
0.11 -0.13 0.01
-0.15 0.10 -0.04
0.14 -0.17 -0.05
0.11 0.03 0.24
-0.04 -0.02 -0.15
0.00 -0.01 0.07
-0.03 0.23 -0.18
0.02 -0.19 -0.01
0.06 -0.01 0.08
0.10 -0.06 0.09
-0.18 0.11 -0.23
-0.10 0.01 0.10
-0.22 -0.15 -0.12
0.19 0.08 0.11
0.07 0.01 0.04
0.18 -0.04 0.03
-0.17 0.03 0.04
0.08 -0.02 -0.01
0.03 0.11 0.11
0.03 -0.04 -0.08
-0.09 -0.14 -0.01
0.06 0.06 -0.05
0.10 -0.03 0.18
-0.10 -0.04 0.00
-0.02 0.05 -0.08
0.09 0.04 0.17
0.05 0.05 -0.08
-0.17 -0.26 -0.05
0.02 0.04 -0.06
0.04 0.02 0.02
0.05 0.09 -0.07
-0.02 -0.04 0.08
-0.03 -0.04 0.04
-0.10 -0.24 0.01
0.09 -0.07 0.16
0.08 0.17 -0.02
0.05 0.25 -0.19
0.02 0.08 -0.09
-0.29 -0.32 0.33
-0.07 -0.01 0.06
0.12 0.00 -0.10
0.14 -0.08 0.02
-0.15 0.03 0.06
0.11 -0.01 -0.12
-0.03 -0.07 0.07
0.03 -0.04 -0.07
-0.05 0.09 0.01
-0.02 -0.19 0.14
-0.20 -0.06 0.04
-0.06 0.08 -0.04
0.13 0.00 -0.06
-0.03 -0.06 -0.03
-0.07 0.05 -0.03
0.11 -0.03 0.02


6.
The following is a quantum chemistry calculation of a 2-piece molecular cluster, C5H8BNO3 overall in a non-equilibrium geometry, from the Open Molecules 2025 dataset.

Summary:
LUMO level in eV: 0.67
HOMO level in Eh: -0.30471
Strongest force on any atom in eV/Å: 4.97
Relative energy (zero: lowest compared OMol25 entry of this formula, charge and spin) in kJ/mol: 261.7
E_tot in eV: -13622.518
Orbital gap in eV: 8.96
Net charge: 0

CARTESIAN COORDINATES (ANGSTROEM)
B1 1.466 1.246 0.511
C1 1.739 -0.866 -2.358
C2 0.135 0.477 0.566
C3 -0.860 -0.238 1.014
C4 -1.666 -1.088 1.869
C5 -1.111 -0.286 -1.470
N1 -1.158 0.519 -0.305
O1 2.184 -1.728 -1.771
O2 2.347 1.256 1.529
O3 1.710 2.139 -0.541
H1 -2.172 -1.849 1.390
H2 -1.164 -1.630 2.736
H3 -2.536 -0.531 2.252
H4 -2.110 -0.559 -1.688
H5 -0.357 -1.040 -1.534
H6 -0.846 0.338 -2.278
H7 3.203 1.663 1.352
H8 1.195 2.177 -1.273

Atomic forces in eV per Å
-0.32 1.62 -1.17
0.79 -0.80 0.43
-1.38 -0.88 0.13
0.86 1.29 -2.03
0.38 0.41 2.70
0.02 0.39 -0.48
0.93 0.12 3.24
-0.37 0.79 -0.55
0.40 -0.69 0.57
2.79 -0.88 4.01
-0.72 -1.75 -1.83
-0.20 1.19 -1.03
0.48 0.33 0.20
-0.96 -1.11 -0.26
-0.04 -1.17 0.57
0.32 1.09 -1.16
-0.26 0.17 -0.14
-2.73 -0.11 -3.18


7.
The following is a quantum chemistry calculation of C5H8Br2O2S as an isolated structure in a non-equilibrium geometry, from the Open Molecules 2025 dataset.

Summary:
LUMO level (spin up / spin down) in eV: -0.95 / -1.14
HOMO level (spin up / spin down) in Eh: -0.33418 / -0.33517
Strongest force on any atom in eV/Å: 4.56
Relative energy (zero: lowest compared OMol25 entry of this formula, charge and spin) in kJ/mol: 509.3
E_tot in eV: -160324.382
Orbital gap (spin up / spin down) in eV: 8.15 / 7.99
Net charge: 0

CARTESIAN COORDINATES (ANGSTROEM)
C1 0.030 1.342 0.459
C2 -0.667 -0.038 0.472
C3 -2.402 0.735 -1.010
C4 0.583 -1.050 0.618
C5 1.257 -1.663 -0.671
O1 2.697 0.792 0.563
O2 1.380 0.520 2.689
S1 1.449 0.507 1.215
Br1 -1.446 1.391 -2.637
Br2 -3.482 -0.745 -1.355
H1 0.664 1.811 -0.434
H2 -0.245 2.160 1.172
H3 -1.570 -0.239 1.100
H4 -2.902 1.480 -0.504
H5 0.446 -1.758 1.416
H6 0.532 -2.250 -1.325
H7 2.131 -2.224 -0.376
H8 1.545 -0.771 -1.391

Atomic forces in eV per Å
2.50 0.44 0.69
-1.18 0.87 -0.86
3.33 -2.39 -1.99
-0.59 1.78 -2.00
-1.46 2.35 -1.44
0.01 0.01 -0.11
0.02 0.10 -1.96
0.05 -1.18 2.39
-0.83 -0.28 1.32
-0.32 -0.20 -0.02
-2.37 -1.18 0.98
-0.39 -0.74 -0.84
1.28 0.49 -0.26
-0.73 1.67 1.13
-0.11 -0.21 0.28
0.85 0.39 1.28
0.17 -0.16 -0.17
-0.21 -1.76 1.57